1.
24
Properties=species:S:1:pos:R:3:forces:R:3 method="wB97M-V/def2-TZVPD" multiplicity=6 e_tot_ha=-943.9800 homo_ev="-14.10 / -17.61" gap_ev="5.60 / 5.32" charge=+2 e_lumo_ev="-8.50 / -12.29"
Ir -0.06258 -0.10280 -0.21438 0.0 -1.4 -1.8
C -0.97481 0.89350 -1.64871 -0.8 1.4 -0.4
H -2.03313 0.97807 -1.34371 0.1 0.2 -0.1
H -0.55618 1.89992 -1.80809 -0.3 -0.2 -0.1
H -0.92495 0.30266 -2.58157 0.2 0.0 0.2
H 0.53997 -1.17564 -1.23510 0.3 -0.2 -0.1
H 1.39827 0.41935 -0.69080 0.4 -0.1 0.3
S -2.14922 -3.15059 2.15727 -1.2 -0.6 -0.4
C -3.00872 -3.04059 0.64754 0.4 0.0 0.2
C -2.37138 -2.18691 -0.25159 -0.1 -0.3 0.6
C -1.17136 -1.67150 0.31466 0.6 2.2 -1.1
C -0.91701 -2.05664 1.62281 1.6 -0.5 1.9
C 0.16104 -1.46718 2.34462 -1.1 -0.5 -0.5
C 0.65139 -1.77518 3.62417 -0.2 -0.6 0.6
C 1.75627 -1.12322 4.13645 0.0 -0.1 0.2
C 2.34809 -0.11711 3.37148 0.1 0.1 -0.1
C 1.80028 0.21890 2.12852 -0.1 -0.5 0.0
N 0.74856 -0.45829 1.63664 0.6 1.7 0.0
H -3.93670 -3.57830 0.46699 0.2 0.0 0.3
H -2.67623 -1.87749 -1.24533 -0.4 -0.4 0.1
H 0.12885 -2.55821 4.16585 0.3 0.1 0.2
H 2.16335 -1.39075 5.11547 -0.2 0.1 -0.4
H 3.23035 0.41019 3.71549 -0.1 0.0 0.0
H 2.21375 1.00926 1.49711 -0.2 -0.3 0.3

=====

2.
10
Properties=species:S:1:pos:R:3:forces:R:3 method="wB97M-V/def2-TZVPD" smiles=C[C@H]1CS1 e_tot_ha=-515.9570 homo_ev=-8.36 gap_ev=9.42 charge=0 e_lumo_ev=1.06
C 1.02298 -0.63761 -0.18632 3.4 1.0 3.2
C -0.08458 -0.03003 0.56838 1.8 -3.9 0.0
C -0.94148 0.65688 -0.19891 -3.6 11.1 -2.4
S -1.56879 -0.78867 0.00889 -4.6 -6.8 1.5
H 0.96347 -0.55435 -1.28461 -0.3 -0.4 0.7
H 1.66629 0.39054 0.19474 0.5 -3.4 -1.3
H 1.24915 -1.77221 0.29606 0.2 3.5 -1.6
H -0.04279 0.25319 1.55547 0.6 0.1 2.2
H -0.74255 0.89040 -1.19022 1.0 0.7 -1.8
H -1.52172 1.59186 0.23651 1.2 -1.8 -0.6

=====

3.
13
Properties=species:S:1:pos:R:3:forces:R:3 method="wB97M-V/def2-TZVPD" e_tot_ha=-700.8121 homo_ev=-8.89 gap_ev=9.10 charge=0 e_lumo_ev=0.21
C 2.00380 0.02876 0.00834 -1.2 1.3 -1.7
N 0.80270 -0.12152 0.81236 1.2 0.1 0.7
C -0.46694 -0.31690 0.43136 -0.1 -0.5 -0.7
O -1.23184 -0.90884 1.18888 -0.2 0.5 -0.2
C -0.80745 0.25070 -0.94559 -0.5 0.0 0.0
N -1.99135 0.59635 -1.33556 1.8 -0.8 0.6
S -3.33416 0.33944 -0.40165 -1.4 0.6 -0.5
H 1.90307 -0.57153 -0.93706 0.3 0.6 0.9
H 2.12657 1.12216 -0.24326 0.2 -1.1 0.0
H 2.85146 -0.31064 0.55889 0.5 -0.3 0.4
H 0.96131 -0.25553 1.79989 -0.2 -0.3 -0.1
H 0.05053 0.39743 -1.63887 -0.8 0.1 0.5
H -2.86770 -0.24988 0.70227 0.3 -0.2 0.1

=====

4.
18
Properties=species:S:1:pos:R:3:forces:R:3 method="wB97M-V/def2-TZVPD" e_tot_ha=-414.4378 homo_ev=-8.48 gap_ev=9.37 charge=0 e_lumo_ev=0.90
H 0.44013 -1.89290 -2.25861 -0.1 0.1 0.0
N 0.95500 -1.30053 -1.60835 0.3 -0.4 0.1
C 0.56442 -0.09369 -1.60717 1.4 1.7 0.5
N -0.38797 0.48344 -2.40157 -0.3 0.0 -0.3
H 1.13177 0.69000 -0.95842 -0.8 -1.5 -1.4
H -0.65319 1.43294 -2.19788 0.0 -0.1 0.1
H -1.15863 -0.11130 -2.67247 0.1 0.1 -0.1
C 1.14820 0.91977 1.93212 0.2 0.1 -1.0
C 0.09908 1.02103 1.10498 -1.7 -1.2 2.1
N -0.58793 -0.08097 0.53696 0.3 -0.2 0.3
N -0.31475 -1.38328 0.95044 0.0 0.6 0.0
O -1.98043 0.12258 0.39466 0.0 0.4 -0.2
H 1.50609 1.78915 2.45316 0.1 0.2 -0.1
H 1.77361 0.04262 1.96127 -0.1 -0.3 0.2
H -0.51680 1.91083 1.10437 0.1 0.1 -0.4
H 0.32517 -1.80128 0.26946 0.0 0.1 0.1
H 0.08176 -1.38598 1.88809 0.0 0.1 0.0
H -2.42551 -0.36242 1.10897 0.4 0.0 0.1